Computed, not measured: an isolated molecule of C3H9NO in a non-equilibrium geometry, with the ωB97M-V functional and the def2-TZVPD basis.

Geometry as XYZ:
```
14
Properties=species:S:1:pos:R:3:forces:R:3:lowdin_charge:R:1
C -0.586 -0.357 1.882 1.508 0.195 -1.815 -0.103
N 0.170 0.582 0.959 0.615 -0.101 0.900 -0.125
C 0.452 0.727 -0.512 -2.152 -0.771 2.281 -0.206
C -0.116 -0.418 -1.269 -0.014 -1.365 -0.831 -0.291
O 0.298 -0.428 -2.635 0.056 0.480 -0.018 -0.071
H -1.551 0.027 2.146 -0.559 0.325 0.261 0.051
H -0.737 -1.357 1.465 0.065 0.252 -0.383 0.064
H 0.026 -0.548 2.764 -0.072 0.298 0.130 0.064
H 0.523 1.398 1.451 -0.313 -0.487 -0.082 0.085
H 1.513 0.756 -0.721 0.324 0.574 0.106 0.110
H -0.169 1.591 -0.750 0.938 0.441 -0.844 0.118
H -1.190 -0.399 -1.267 -0.591 0.203 -0.096 0.116
H 0.138 -1.403 -0.873 0.300 0.071 0.551 0.113
H 1.228 -0.170 -2.642 -0.106 -0.115 -0.160 0.075
```
Positions in Å, forces in eV/Å.

The HOMO-LUMO gap is 9.21 eV. As for the HOMO energy: -8.23 eV. The value obtained for the electronic energy is -249.6364 Eh. For the relative energy (zero: lowest compared OMol25 entry of this formula, charge and spin), the calculation gives 202.8 kJ/mol. The SMILES is CNCCO.